Below is a 2-piece molecular cluster, C26H30O5 overall, with properties calculated with ωB97M-V/def2-TZVPD.

Geometry as XYZ:
```
61
Properties=species:S:1:pos:R:3:forces:R:3
C 4.86913 -2.12155 2.50290 0.4 0.0 0.0
C 3.42075 -2.51665 2.52174 -0.4 0.5 0.0
O 2.67396 -1.28403 2.32576 0.4 -1.1 0.0
C 1.34746 -1.42716 2.52385 -0.8 0.7 0.2
C 0.62571 -0.12413 2.38481 0.0 -0.9 -0.2
C 1.33738 1.15217 2.37845 0.4 -0.5 -0.2
C 0.51027 2.40899 2.41438 -0.4 0.5 0.2
O 2.56939 1.25575 2.32479 -0.6 0.2 -0.1
C -0.83656 -0.18779 2.38958 -0.1 1.3 0.2
O -1.63883 0.76129 2.44957 0.5 -1.1 -0.2
O -1.33034 -1.42899 2.31318 -1.0 0.2 0.0
C -2.77357 -1.44848 2.43919 0.4 -0.1 -0.1
C -3.11627 -2.90808 2.44372 -0.4 -0.4 0.1
O 0.86696 -2.51739 2.79869 0.4 0.4 -0.2
H 5.51687 -3.00130 2.56581 -0.1 0.0 0.0
H 5.10962 -1.58181 1.58392 0.0 0.0 0.1
H 5.10097 -1.48221 3.35783 0.0 0.0 -0.1
H 3.16845 -3.20756 1.70487 0.0 0.0 0.3
H 3.12710 -2.97092 3.47697 0.0 0.0 -0.3
H -0.55976 2.19126 2.49316 0.6 0.4 0.0
H 0.82365 3.00554 3.28031 0.1 0.0 -0.3
H 0.69039 2.98477 1.49769 0.2 0.0 0.1
H -3.06222 -0.94577 3.37418 0.0 -0.1 -0.4
H -3.21902 -0.90492 1.59332 0.1 -0.1 0.3
H -4.20230 -3.04960 2.48630 0.1 0.0 0.0
H -2.73279 -3.39302 1.53886 0.0 0.0 0.2
H -2.67526 -3.39014 3.32346 0.0 0.0 -0.2
C -2.20795 -5.42217 -1.57204 -0.2 -0.1 0.0
C -1.46180 -4.13444 -1.39001 0.4 0.3 0.1
C -0.22306 -4.10237 -0.72859 -0.1 0.0 -0.1
C 0.47304 -2.91509 -0.56923 0.3 0.5 0.1
C -0.03361 -1.67708 -1.05906 -0.7 -0.6 -0.2
C 0.68259 -0.44043 -0.91033 0.5 -0.2 0.3
C 0.32471 0.75126 -1.54047 -0.1 0.8 -0.4
C 0.96875 1.97976 -1.39588 0.0 -1.1 0.1
C 0.51015 3.21221 -1.97550 -0.6 1.0 -0.6
C 1.28010 4.41157 -1.89746 0.0 -0.6 0.1
C 0.82391 5.60490 -2.43896 -0.1 -0.1 -0.1
C -0.42246 5.67849 -3.08552 0.3 -0.4 0.2
C -0.92537 6.97542 -3.64722 -0.1 0.1 -0.1
C -1.18345 4.50677 -3.19201 0.0 -0.2 0.1
C -0.74674 3.30646 -2.64826 0.6 0.0 0.2
C -1.29401 -1.73209 -1.72453 0.3 0.0 0.1
C -1.97382 -2.93083 -1.88992 0.0 0.3 0.0
H -3.15715 -5.24655 -2.09033 0.2 -0.1 0.1
H -1.62253 -6.14188 -2.15969 -0.1 0.2 0.1
H -2.42240 -5.89735 -0.60540 0.1 0.1 -0.2
H 0.19082 -5.03972 -0.34552 -0.1 0.4 -0.1
H 1.45148 -2.92295 -0.07971 -0.4 0.0 0.0
H 1.60749 -0.46171 -0.32661 -0.2 0.0 0.0
H -0.50818 0.71038 -2.24628 0.2 0.1 0.5
H 1.90465 2.00732 -0.83036 -0.3 0.0 0.1
H 2.25757 4.37378 -1.40458 -0.4 0.0 -0.1
H 1.42892 6.51300 -2.37171 -0.1 -0.4 0.1
H -1.91058 6.83898 -4.10670 0.2 0.1 0.1
H -1.01311 7.74098 -2.86510 0.0 -0.2 -0.1
H -0.24142 7.37309 -4.40804 -0.1 -0.1 0.1
H -2.14284 4.55016 -3.71334 0.3 -0.1 0.2
H -1.37229 2.41761 -2.73189 0.1 0.4 0.0
H -1.72633 -0.81098 -2.11331 0.0 -0.3 0.1
H -2.92621 -2.94478 -2.42370 0.2 0.1 0.2
```
Positions in Å, forces in eV/Å.

Its charge is 0. As for the LUMO energy: -0.1004 hartree. For the gap between HOMO and LUMO, the calculation gives 4.2 eV. As for the energy above the lowest of the compared OMol25 structures with the same formula, charge and spin: 14.5 kcal per mole.